Here is a structure of composition C3H5NO2 from the Open Molecules 2025 dataset. Energies are from wB97M-V/def2-TZVPD.

Its spin multiplicity is 1. The calculation puts the electronic energy at -322.53070 a.u. As for the HOMO-LUMO gap: 10.67 eV. Its charge is 0. As for the highest occupied orbital energy: -9.900 eV. The calculation puts the LUMO energy at 0.028 hartree.

XYZ file:
```
11
Properties=species:S:1:pos:R:3:forces:R:3
N -1.20153 1.03187 0.11885 0.16 -0.14 0.22
C -0.40341 -0.13521 -0.14550 -0.05 0.08 0.04
C 0.90580 -0.01010 -0.91225 -0.02 0.16 -0.33
O 1.60295 -0.74870 0.13328 0.12 -0.05 0.07
C 0.48549 -0.79017 0.92108 -0.09 -0.28 0.56
O 0.37813 -1.21563 2.03069 0.11 0.30 -0.63
H -0.83561 1.60282 0.87774 0.06 -0.13 -0.18
H -2.08274 0.66419 0.42728 -0.58 0.36 0.20
H -1.06673 -0.88035 -0.57894 0.11 -0.17 -0.10
H 0.93428 -0.52977 -1.87040 0.20 0.03 0.11
H 1.28337 1.01104 -1.00183 0.00 -0.15 0.05
```
Forces are in eV/Å.